(1)
This record from OMol25 describes the ion C24H49BrIN5O3P with charge +1. The level of theory is wB97M-V/def2-TZVPD.

Charge   +1
LUMO   -4.34 eV
Calculated total energy   -126700.4694 eV
2S+1   1
Structure (SMILES)   [H]/N=C\C[N+]1=C(NI)N(P(O)Br)[C@@](CCCCCCCOC)(CCCCCOCC)[C@@]1(C)CCCN
HOMO-LUMO gap   7.109 eV

The geometry in XYZ format:
```
84
Properties=species:S:1:pos:R:3:forces:R:3:lowdin_charge:R:1
H 3.33405 4.51404 -2.38406 0.0 0.0 0.1 0.0664
N 3.82728 3.62265 -2.46273 -0.3 -0.5 -0.3 0.1295
C 3.04503 2.66051 -2.73349 0.5 0.8 0.4 -0.2301
C 1.56274 2.84696 -2.97320 -0.3 0.3 -0.3 -0.1854
N 0.69065 1.88368 -2.31144 0.1 0.4 -0.2 0.0165
C -0.39530 1.30358 -2.82449 0.1 -1.7 0.9 -0.4864
N -1.30101 1.69691 -3.67110 0.5 1.2 -0.4 -0.3118
I -1.33500 3.52926 -4.57190 -0.3 -0.2 0.0 1.0520
N -0.59405 0.01377 -2.20505 0.8 1.2 -1.0 -0.1292
P 0.06249 -1.23152 -3.24296 -0.3 -0.8 0.6 0.7131
O -0.55140 -0.62436 -4.62218 0.1 0.0 -0.1 -0.3556
Br 2.27220 -0.78058 -3.61342 -0.1 0.2 -0.2 0.4097
C -0.08689 0.22258 -0.80112 -0.7 0.7 1.4 -0.3367
C -1.35507 0.25615 0.09309 0.2 -1.0 -0.2 -0.1256
C -2.01962 -1.10007 0.35879 -0.5 0.3 -0.6 -0.1836
C -3.50800 -0.92257 0.68517 0.4 -0.1 0.4 -0.2016
C -4.33323 -2.19034 0.48259 -0.6 0.4 -0.3 -0.1823
C -5.84026 -1.89171 0.27767 0.0 -0.6 0.5 -0.1845
C -6.76608 -2.34634 1.42533 -0.1 0.6 -0.2 -0.1819
C -6.24673 -2.08513 2.83666 -0.2 0.0 -0.2 -0.2310
O -5.70384 -0.79108 3.04092 0.1 -0.1 -0.2 -0.1965
C -6.58755 0.26493 2.73122 0.3 0.3 0.3 -0.1061
C 0.96635 -0.74264 -0.25912 -0.2 -0.7 -0.6 -0.1473
C 0.70724 -2.27285 -0.36121 0.1 0.0 0.0 -0.2283
C 1.89588 -3.08970 -0.88161 0.0 -0.3 0.5 -0.2224
C 3.25114 -2.77550 -0.23144 -0.2 0.0 -0.2 -0.1650
C 3.21269 -2.50230 1.27372 0.5 0.5 -0.3 -0.2164
O 4.43799 -2.90003 1.86571 -0.3 -0.2 0.0 -0.1462
C 5.28921 -1.82187 2.17957 0.7 0.1 0.2 -0.2828
C 6.67767 -2.34510 2.54711 0.0 0.0 0.1 -0.0603
C 0.49580 1.72387 -0.82927 -0.4 0.4 0.0 -0.3108
C -0.53722 2.82412 -0.47025 -0.2 -0.3 0.0 -0.0100
C 1.70544 1.98034 0.06841 0.8 -0.2 -0.7 -0.1267
C 2.15272 3.43655 0.26607 -0.2 -0.2 0.7 -0.2024
C 3.58828 3.49558 0.76686 0.1 0.2 0.4 -0.2931
N 3.82201 4.80175 1.40026 0.1 -0.3 -0.1 -0.0012
H 3.51014 1.68729 -2.84933 -0.3 -0.2 0.0 0.0624
H 1.29059 3.87817 -2.73609 0.1 0.0 0.2 0.0964
H 1.40369 2.75220 -4.04867 0.0 -0.2 0.0 0.0816
H -2.04697 1.06265 -3.91039 0.1 -0.2 -0.1 0.0894
H -0.00192 -0.89677 -5.36755 -0.1 0.0 -0.2 0.0558
H -2.09348 0.81893 -0.46873 -0.1 0.3 0.2 0.0974
H -1.13009 0.75368 1.03561 0.0 0.2 0.0 0.1364
H -1.51684 -1.67165 1.13454 0.1 -0.1 0.0 0.1190
H -1.98255 -1.66779 -0.57382 0.1 -0.2 0.0 0.0950
H -3.59013 -0.55174 1.70753 -0.3 0.0 0.1 0.1151
H -3.93609 -0.14567 0.04698 0.1 0.1 -0.1 0.1082
H -3.98999 -2.67554 -0.43256 0.2 -0.2 0.1 0.1045
H -4.22116 -2.89012 1.30714 0.3 -0.1 0.0 0.1087
H -6.17324 -2.42899 -0.60992 -0.1 0.1 -0.1 0.1040
H -6.01363 -0.83321 0.09551 0.2 0.1 -0.1 0.0892
H -7.00946 -3.40213 1.30973 0.1 -0.1 0.2 0.1152
H -7.71305 -1.81336 1.31526 -0.1 -0.1 -0.1 0.1027
H -7.06503 -2.22337 3.54992 0.0 -0.2 0.1 0.1229
H -5.45687 -2.79717 3.06238 0.1 0.1 0.3 0.1138
H -7.63490 -0.01252 2.85127 -0.1 -0.1 0.0 0.0923
H -6.37351 1.07961 3.42223 0.0 0.0 0.1 0.0890
H -6.41070 0.65132 1.72450 -0.2 -0.1 -0.1 0.0790
H 1.03732 -0.52122 0.80207 0.3 0.2 0.0 0.1199
H 1.92110 -0.54987 -0.74344 0.1 0.2 0.2 0.0716
H -0.16889 -2.51249 -0.95719 0.0 0.0 -0.1 0.0573
H 0.47578 -2.65411 0.63165 -0.1 0.1 0.1 0.1033
H 1.98601 -3.03350 -1.96446 0.0 0.1 -0.1 0.0404
H 1.66674 -4.13418 -0.65872 -0.1 0.0 -0.1 0.1197
H 3.71579 -1.93118 -0.74662 0.1 0.1 0.0 0.0975
H 3.91875 -3.62299 -0.37710 0.0 -0.1 -0.1 0.1218
H 3.11282 -1.42314 1.42859 -0.3 0.0 0.1 0.1052
H 2.37669 -2.99013 1.77288 0.1 -0.3 0.1 0.1264
H 5.39424 -1.13914 1.32916 -0.2 0.0 -0.1 0.1135
H 4.90026 -1.24937 3.02799 -0.3 0.1 -0.1 0.1160
H 6.74002 -3.41898 2.38934 -0.1 -0.1 -0.1 0.0787
H 6.91378 -2.15050 3.59076 0.0 0.0 0.1 0.0699
H 7.45543 -1.87602 1.94904 0.0 0.0 -0.1 0.0697
H -1.55466 2.60618 -0.78445 0.0 -0.1 -0.2 0.0813
H -0.26277 3.75440 -0.96275 0.2 0.1 0.2 0.0891
H -0.57798 2.97610 0.60456 0.0 0.2 0.0 0.1020
H 1.47314 1.56643 1.04885 -0.1 0.0 0.0 0.1335
H 2.57553 1.41720 -0.27996 -0.1 -0.1 -0.1 0.1159
H 1.54830 3.87467 1.06323 -0.2 0.1 -0.1 0.1139
H 2.01033 4.07431 -0.60008 0.1 0.0 -0.1 0.0865
H 3.75354 2.67924 1.48204 -0.1 -0.2 -0.1 0.1130
H 4.29933 3.35237 -0.04374 0.0 0.1 -0.1 0.0947
H 4.78599 4.85730 1.70755 0.1 0.1 -0.2 0.0693
H 3.28445 4.82671 2.26000 -0.1 0.2 0.0 0.0662
```
Positions in Å, forces in eV/Å.


(2)
This record from OMol25 describes a structure of composition C3H6N2O3. The level of theory is wB97M-V/def2-TZVPD.

Relative energy (zero: lowest compared OMol25 entry of this formula, charge and spin)   950.0 kJ/mol
Charge   0
LUMO   -0.50 eV
Calculated total energy   -12322.3816 eV
2S+1   1
HOMO-LUMO gap   8.239 eV

The geometry in XYZ format:
```
14
Properties=species:S:1:pos:R:3:forces:R:3:lowdin_charge:R:1
C 1.15584 -0.72416 0.33544 -0.5 -1.4 3.0 -0.3042
C -0.19994 0.12094 0.05165 2.2 2.0 0.5 -0.1765
C -1.49673 -0.76344 -0.04980 -1.3 -0.9 0.2 -0.3935
H 2.40414 1.10406 -0.53499 -0.6 -6.0 0.6 0.2559
H 3.01359 -0.78542 -0.58052 3.9 -2.3 -0.2 -0.0311
H 0.87528 -2.29576 0.34281 0.9 4.9 -0.4 0.2335
H 1.35348 -0.50573 1.79986 -0.7 -0.7 -4.0 0.1646
H -0.66423 3.12876 -0.42049 -2.7 -2.8 2.6 0.1798
H -3.43578 -0.77647 -0.44528 2.7 2.6 0.8 0.2008
N 2.25849 -0.25919 -0.46184 -5.0 7.0 0.4 -0.0840
N 0.07221 1.45163 0.02393 -3.7 -3.8 0.8 0.0357
O -1.16964 2.33071 0.17278 4.8 1.5 -3.6 -0.1415
O -2.68309 -0.02319 -0.25922 -0.1 -3.9 -0.4 0.0190
O -1.48362 -2.00275 0.02566 0.0 3.8 -0.3 0.0415
```
Positions in Å, forces in eV/Å.


(3)
This record from OMol25 describes a structure of composition C32H34N6O2SiTi. The level of theory is wB97M-V/def2-TZVPD.

Relative energy (zero: lowest compared OMol25 entry of this formula, charge and spin)   8.4 kJ/mol
Charge   0
<S²>   2.042
LUMO (spin up / spin down)   -0.73 / -0.66 eV
Calculated total energy   -77761.9341 eV
2S+1   3
HOMO-LUMO gap (spin up / spin down)   4.371 / 7.309 eV

The geometry in XYZ format:
```
76
Properties=species:S:1:pos:R:3:forces:R:3:lowdin_charge:R:1
Ti 0.11359 -0.00236 -0.54376 -1.1 1.4 -0.6 0.9074
O -1.47552 -2.66905 5.81368 0.2 1.4 -0.3 -0.0480
N -1.27599 -1.40745 5.81027 -0.7 -1.8 1.0 -0.3648
O -1.31675 -0.76997 6.87331 0.2 0.1 -0.4 -0.0065
C -1.00891 -0.76601 4.60043 -0.6 -1.3 1.0 -0.1447
C -0.59717 0.55176 4.71120 0.9 1.1 0.1 0.0360
C -0.09056 1.25874 3.59640 -1.1 -0.2 2.5 -0.1798
C 0.39325 2.58120 3.68230 1.1 0.7 -1.3 0.0164
C 0.89861 3.14681 2.50089 0.2 1.2 1.6 -0.0543
C 0.81885 2.44505 1.32224 -0.1 -0.1 -0.7 -0.1707
N 0.27831 1.23043 1.21688 -0.4 -1.3 1.8 0.0232
C -0.14604 0.60823 2.39954 0.5 0.0 -3.8 -0.1384
C -0.67530 -0.74957 2.27799 -1.1 -0.9 -1.9 -0.1002
N -0.79373 -1.21566 0.95297 0.2 -0.8 2.4 -0.0032
C -1.21435 -2.47407 0.78553 -0.3 0.1 -0.7 -0.1063
C -1.76570 -3.26755 1.81188 0.8 0.9 0.0 -0.0317
C -1.79464 -2.78252 3.10382 0.1 0.6 0.3 0.0315
C -1.16980 -1.51311 3.37976 0.6 1.3 -1.0 -0.0279
H -0.52104 0.99674 5.71562 -0.2 -0.4 -0.7 0.1261
H 0.46645 3.04510 4.66410 -0.1 0.1 -0.3 0.1198
H 1.38365 4.16074 2.42563 -0.7 -1.2 0.5 0.1257
H 1.21153 2.91254 0.43086 -0.1 -0.2 -0.2 0.0901
H -1.17011 -2.86366 -0.26005 -0.1 0.4 0.9 0.1252
H -2.08860 -4.26135 1.56942 -0.3 -0.2 0.0 0.1024
H -2.31793 -3.30937 3.91037 0.6 0.2 -0.4 0.1140
C -0.42009 -2.68471 -4.27605 0.4 -0.5 0.4 -0.0619
C 0.32523 -3.84006 -3.88305 -0.3 1.8 1.2 -0.0218
C 1.15549 -3.71357 -2.72587 -1.9 1.8 -1.7 0.0107
C 1.09998 -2.54502 -1.89561 -0.8 -0.3 -1.7 -0.2101
N 0.25782 -1.52313 -2.23953 -0.1 -0.7 -0.9 0.0281
C -0.42656 -1.57600 -3.44922 1.6 -0.7 1.3 -0.0960
C 1.86285 -2.38194 -0.63966 0.3 0.3 0.8 -0.2187
C 2.54111 -3.46102 -0.05959 -0.2 -0.1 -0.3 -0.0384
C 3.08967 -3.37331 1.22878 0.8 -0.4 -0.1 -0.0822
C 3.22368 -2.12552 1.83061 -2.1 1.3 -0.5 -0.0504
C 2.44158 -1.04639 1.27731 1.5 -1.7 -0.5 -0.0993
C 1.74870 -1.13493 0.05777 1.2 -1.6 0.6 -0.2342
H -0.95570 -2.61305 -5.23460 0.2 -0.3 0.6 0.1107
H 0.14821 -4.75690 -4.45175 0.8 0.2 0.2 0.1081
H 1.93853 -4.38730 -2.62386 0.9 -1.5 0.7 0.0757
H -0.92063 -0.68218 -3.77370 -0.3 0.3 0.3 0.0978
H 2.64285 -4.38425 -0.64971 -0.3 0.2 0.7 0.1047
H 3.41386 -4.30285 1.72593 0.2 0.7 -0.4 0.1090
H 3.71146 -1.86568 2.77627 -0.1 -0.8 -0.3 0.1061
H 2.46227 -0.15879 1.87243 -0.2 0.7 0.1 0.0803
C -4.59779 1.71002 -1.88978 1.5 -1.2 0.2 -0.1907
Si -3.18472 1.60329 -0.60016 0.1 -0.5 -0.3 0.4712
C -3.93642 0.75441 0.92990 0.1 0.2 0.4 -0.1698
C -2.63396 3.36119 -0.11578 -0.1 -0.3 -0.1 -0.1847
C -1.76484 0.59542 -1.35909 -1.0 -0.1 0.3 -0.3828
H -5.52386 2.01847 -1.48143 -1.0 0.7 0.3 0.0019
H -4.74998 0.67806 -2.25758 0.1 0.3 0.1 0.0306
H -4.25017 2.30097 -2.72722 -0.3 0.3 -0.3 0.0143
H -4.19385 1.50314 1.70432 0.2 -0.3 -0.3 0.0339
H -3.22884 0.06173 1.38816 0.2 0.1 0.1 -0.0014
H -4.84361 0.15758 0.77812 0.1 0.2 -0.4 0.0287
H -3.40525 3.79308 0.52963 0.1 0.1 -0.2 0.0281
H -2.50645 3.97601 -1.00490 -0.2 0.2 -0.1 0.0153
H -1.68333 3.43555 0.41112 0.0 -0.3 0.2 0.0034
H -1.49902 0.96114 -2.35176 -0.1 0.2 -0.4 -0.0297
H -2.15954 -0.42989 -1.53309 -0.1 0.3 0.0 -0.0024
C 4.86182 1.23634 -3.14255 -0.9 0.0 1.4 -0.0078
C 3.48641 1.63173 -2.63786 -0.1 -0.5 -0.1 -0.2581
C 2.63049 2.66364 -2.99917 1.0 -0.2 0.0 0.0176
C 1.41741 2.40481 -2.32671 0.5 0.1 -0.5 -0.3068
N 1.51627 1.23627 -1.67130 -0.6 1.3 0.6 -0.0290
N 2.78016 0.82470 -1.79517 0.9 0.4 -1.3 0.0582
C 0.27266 3.37484 -2.25154 -0.1 -0.8 0.4 -0.0136
H 5.48835 1.00785 -2.27895 0.2 0.0 -0.1 0.0823
H 5.31514 2.03658 -3.68854 0.2 0.4 -0.4 0.0700
H 4.77619 0.34183 -3.74519 0.1 -0.1 -0.3 0.0801
H 2.96002 3.48789 -3.64719 -0.6 -0.4 0.4 0.1230
H 3.09107 0.02515 -1.24402 -0.3 0.1 -0.3 0.1398
H 0.35356 4.11005 -3.04656 -0.2 -0.3 -0.4 0.0831
H 0.43060 3.96803 -1.34498 -0.4 -0.2 0.1 0.0783
H -0.70094 2.84105 -2.21894 0.6 0.7 0.0 0.0574
```
Positions in Å, forces in eV/Å.


(4)
This record from OMol25 describes a cluster of 2 separate species, C5H12N2 in total. The level of theory is wB97M-V/def2-TZVPD.

Relative energy (zero: lowest compared OMol25 entry of this formula, charge and spin)   203.0 kJ/mol
Charge   0
LUMO   0.88 eV
Calculated total energy   -8358.0321 eV
2S+1   1
Structure (SMILES)   C/N=C\N.C=CC
HOMO-LUMO gap   10.227 eV

The geometry in XYZ format:
```
19
Properties=species:S:1:pos:R:3:forces:R:3:lowdin_charge:R:1
C 2.12584 0.23240 -1.57856 0.2 0.2 0.2 -0.1378
N 0.73499 0.33084 -1.09999 -0.3 1.7 0.5 -0.0217
C 0.33494 1.44476 -0.60412 -0.9 -1.0 -0.1 -0.2984
N 1.10811 2.63400 -0.43220 -0.3 1.4 -0.5 -0.0031
H 2.11752 0.09146 -2.67763 -0.1 0.1 0.6 0.0753
H 2.58983 -0.67518 -1.13440 -0.3 0.6 -0.3 0.0735
H 2.72317 1.13807 -1.32876 -0.3 -0.7 -0.2 0.0610
H -0.73105 1.60392 -0.23415 1.1 -1.0 -0.6 0.1192
H 0.59293 3.43408 -0.89729 0.8 -1.2 0.6 0.1011
H 1.07372 2.88006 0.55842 0.1 0.0 -0.2 0.0725
C -2.72791 -1.20159 1.12523 0.2 0.0 -0.4 -0.0427
C -1.58888 -1.62357 1.70300 -0.7 0.2 -0.1 -0.2597
C -0.34750 -2.03264 0.95254 -0.1 -0.1 0.0 -0.1427
H -3.59150 -0.88523 1.74482 0.6 -0.3 -0.6 0.0480
H -2.83702 -1.15340 -0.00604 0.2 0.0 1.6 0.0748
H -1.55383 -1.69666 2.80989 0.0 0.1 -0.7 0.0936
H -0.18867 -3.12244 1.03248 0.0 0.4 0.0 0.0726
H -0.41223 -1.74731 -0.10698 0.0 -0.1 0.4 0.0497
H 0.53659 -1.53740 1.37647 -0.2 -0.1 -0.1 0.0649
```
Positions in Å, forces in eV/Å.


Question: Look up the 2S+1 of the first one.
Answer: 1